1.
88
Properties=species:S:1:pos:R:3 method="wB97M-V/def2-TZVPD" homo_lumo_gap_ha=0.1998 total_energy_ev=-144213.822 e_above_lowest_kcal_mol=0.00 charge=-1 homo_energy_ev=-3.7223 multiplicity=1
C 2.84593 -2.77398 -2.50494
C 2.42053 -2.00831 -3.72459
H 2.52383 -3.82655 -2.58406
H 2.40987 -2.30866 -1.61379
H 3.95007 -2.76655 -2.39593
C 2.48699 -2.59538 -4.93909
C 2.98201 -3.98696 -5.19756
H 2.24459 -2.07823 -5.87283
H 2.51494 -4.76421 -4.56858
H 4.07491 -4.05159 -5.05735
H 2.80309 -4.28818 -6.24254
Pb 2.43758 1.64173 -0.99600
Cl 4.68876 1.53960 -2.01973
C -0.46336 3.53663 0.44418
O -0.55119 2.30570 0.37445
N -1.45680 4.42178 0.20266
C -2.84096 3.97931 0.10187
C -1.10817 5.76075 -0.25866
H 0.49681 4.03888 0.68381
H -3.11287 3.34158 0.95514
H -3.02147 3.42914 -0.83499
H -3.46361 4.87865 0.11408
H -0.24032 6.12148 0.30666
H -1.95949 6.42995 -0.09527
H -0.85303 5.74952 -1.33169
H -3.00961 1.85345 5.94560
H -1.47983 1.56965 8.06652
C -2.93779 0.77399 5.79429
C -1.58198 0.49570 7.85178
N -1.73502 0.27384 6.42364
H -2.90788 0.54531 4.73159
C -0.84783 -0.50112 5.73463
O -0.87016 -0.68290 4.52159
H -0.67626 -0.02661 8.18862
H -0.08027 -0.95080 6.41288
H -3.81562 0.30863 6.25181
H -2.45441 0.10767 8.39853
H -0.14545 -5.63315 3.13508
H -0.58106 -4.27247 0.14299
C -1.17507 -5.69284 2.76813
C -1.53250 -4.63739 0.55271
N -1.54016 -4.53069 1.99333
H -1.83301 -5.76719 3.63560
C -1.74428 -3.32277 2.59548
O -2.08060 -2.29265 2.03388
H -2.31100 -3.99435 0.12751
H -1.68672 -3.40140 3.70636
H -1.26679 -6.57376 2.13240
H -1.68191 -5.69134 0.28856
O 2.08038 0.05072 -2.34731
C 2.38360 -0.48694 -3.61865
C 0.62524 -0.27579 -5.57393
C 1.60832 0.25118 -4.73028
H 0.31344 -1.31472 -5.46214
C 0.02559 0.52090 -6.55927
H 3.44715 -0.16560 -3.68144
C 2.06230 1.55229 -4.95860
H -0.74152 0.09259 -7.19995
C 0.44682 1.83915 -6.75312
C 1.44760 2.35910 -5.91273
H 2.85624 1.96491 -4.32093
H -0.03835 2.48114 -7.49684
H 1.75490 3.39988 -6.03533
Si -1.21453 -0.58920 -1.99418
Cl -0.19975 -2.54771 -1.69818
C -1.63599 -1.53909 -3.54147
C -0.84736 1.27817 -2.56023
C -2.25427 -0.52325 -0.48258
H -1.73082 -0.89044 -4.41333
H -2.55820 -1.99907 -3.15381
H -0.95431 -2.37704 -3.77594
H -2.53114 -1.53252 -0.14348
H -3.15726 0.04450 -0.74429
H -1.81438 0.03822 0.35194
H -0.80654 1.33235 -3.66479
H -0.00915 1.90272 -2.17466
H -1.76603 1.79022 -2.20878
Cl 3.14982 0.13626 2.16119
C 2.49526 1.20130 3.38313
C 1.23073 1.69551 3.33564
C 0.61730 2.49435 4.24564
Cl -1.00317 3.06680 4.03841
C 1.40541 2.88599 5.38124
Cl 0.68952 3.76075 6.65855
C 2.76998 2.51540 5.45803
Cl 3.76464 3.09995 6.73887
C 3.31480 1.64971 4.47638
Cl 4.94025 1.15440 4.59843


2.
59
Properties=species:S:1:pos:R:3 method="wB97M-V/def2-TZVPD" homo_lumo_gap_ha="0.2295 / 0.2297" total_energy_ev=-74835.601 e_above_lowest_kcal_mol=21.96 charge=0 homo_energy_ev="-7.7600 / -7.7512" multiplicity=1
Os -0.27978 -1.50096 0.06313
S -3.04039 -3.53329 3.15527
C -2.11114 -2.76167 2.07200
S -0.49057 -2.12483 2.22506
S -2.37252 -2.41710 0.37154
O 0.89200 -0.89645 -1.70100
C 1.56958 0.11559 -1.88280
C 1.73786 1.18820 -0.95990
C 2.39377 2.33557 -1.43215
C 2.56500 3.40090 -0.59634
C 2.12422 3.36495 0.73203
C 1.50555 2.24484 1.21339
C 1.28627 1.11603 0.38475
O 0.76543 0.05984 0.92726
N 3.22412 4.60852 -1.10416
O 3.64650 4.58513 -2.24363
O 3.30342 5.56083 -0.35355
H 2.08895 0.20455 -2.84739
H 2.75888 2.38384 -2.44944
H 2.28152 4.23016 1.35999
H 1.17297 2.19145 2.24081
C 0.38962 -3.46002 -0.35560
C 1.88633 -3.45892 -0.34899
C 2.61615 -3.37628 -1.53705
C 3.99795 -3.34680 -1.52816
C 4.68273 -3.39587 -0.31529
C 3.97252 -3.50044 0.87825
C 2.59007 -3.52746 0.85499
C 6.12009 -3.34534 -0.29662
N 7.26850 -3.30232 -0.27787
H -0.01723 -4.18036 0.35520
H 0.02881 -3.71712 -1.35556
H 2.08755 -3.33687 -2.48141
H 4.55416 -3.28815 -2.45431
H 4.50662 -3.55395 1.81732
H 2.04034 -3.59827 1.78570
C -3.65081 2.32056 2.38149
C -2.79092 1.15229 2.81387
N -1.93266 0.79020 1.70259
C -2.32778 0.77586 0.41619
N -1.55129 0.17578 -0.47116
C -1.98858 0.10619 -1.86340
C -2.90084 1.25632 -2.23544
C -4.03907 1.29163 -1.24080
N -3.49525 1.39365 0.10564
C -4.39945 1.91168 1.12926
H -3.01647 3.18474 2.17350
H -4.36168 2.59618 3.15963
H -3.41505 0.30251 3.11132
H -2.15436 1.40326 3.66030
H -1.05091 0.33599 1.88664
H -2.50838 -0.84521 -2.03700
H -1.10660 0.09812 -2.50083
H -3.28189 1.13062 -3.24878
H -2.35030 2.19951 -2.19559
H -4.65991 0.39289 -1.33495
H -4.68633 2.15519 -1.39824
H -5.14454 1.14639 1.37674
H -4.93282 2.75775 0.69353


3.
57
Properties=species:S:1:pos:R:3 method="wB97M-V/def2-TZVPD" homo_lumo_gap_ha="0.1568 / 0.1749" total_energy_ev=-33375.587 charge=-1 homo_energy_ev="-2.8060 / -2.9779" multiplicity=1
C 1.77256 0.06773 0.51391
C 1.99700 -0.68257 -0.66753
C 2.12799 0.24871 -1.74502
H 2.06233 -1.77445 -0.76985
C 1.87841 1.56448 -1.23263
C 1.69287 1.43120 0.16478
H 1.92090 2.52775 -1.78063
C -1.18839 -2.32343 1.40228
C -0.20320 -3.12356 0.77264
C -0.40861 -3.05865 -0.62942
H 0.57246 -3.71145 1.24795
C -1.49476 -2.15620 -0.87338
C -2.00774 -1.74004 0.39990
H 2.34179 0.03413 -2.79146
H 1.49192 2.24985 0.84313
H 1.63582 -0.27094 1.54547
H -2.86776 -1.09182 0.56390
H 0.13550 -3.59123 -1.42003
H -1.27145 -2.20207 2.47286
Be -1.21305 2.64333 -0.69391
C -1.75088 -1.46029 -2.19744
C -3.25749 -1.29015 -2.39672
C -1.08860 -2.13941 -3.39855
H -3.72500 -2.28052 -2.30397
H -3.46480 -0.92748 -3.40538
H -3.67353 -0.60770 -1.64684
H -1.42298 -3.18423 -3.49193
H 0.01280 -2.08802 -3.30054
H -1.39958 -1.57105 -4.29056
C -0.94081 -0.10458 -2.04501
C -1.41686 1.09469 -2.69322
H 0.09506 -0.25456 -2.42013
H -0.89521 0.12879 -0.96434
O -1.69718 2.16015 -1.94108
N -1.43883 1.33144 -4.02761
C -0.46856 2.50774 -4.38760
H -2.36631 1.66990 -4.30610
C 0.88664 1.90821 -4.65329
C 2.07949 2.60058 -4.38255
H 2.01539 3.61023 -3.95320
C 3.30196 1.98490 -4.67175
H 4.22313 2.51184 -4.43240
C 3.33682 0.74208 -5.30884
H 4.29032 0.29879 -5.58658
C 2.14738 0.07031 -5.60501
H 2.13728 -0.88333 -6.12602
C 0.92165 0.64983 -5.26582
H -0.03641 0.16585 -5.49801
H -0.45638 3.22710 -3.54570
H -0.87695 3.05463 -5.26627
C -0.90570 1.46134 2.66272
C -1.61270 1.91920 1.42483
O -2.73338 1.54202 1.05415
O -0.90892 2.87078 0.72545
H -1.58812 1.40354 3.53015
H -0.09184 2.17931 2.83677
H -0.48348 0.45000 2.50712